The following is a quantum chemistry calculation of a cluster of 4 separate species, C14H34BN3O8PS3 in total, from the Open Molecules 2025 dataset.

Geometry as ORCA input:
```
! wB97M-V def2-TZVPD RIJCOSX def2/J DEFGRID3
* xyz 1 1
C -4.3129 0.1085 -1.3387
B -3.0273 -0.5316 -2.0111
O -3.0188 -1.7710 -2.5828
N -1.6499 0.1919 -2.0235
P -1.8570 1.8426 -2.6046
O -2.7955 1.8013 -3.7526
C -1.2527 0.1523 -0.7413
N -0.9160 1.3883 -0.1603
N -1.2248 -1.0117 -0.0589
H -5.2282 -0.1034 -1.9219
H -4.3727 -0.3191 -0.3070
H -4.2681 1.2063 -1.2118
H -3.9124 -2.1227 -2.4171
H -2.4551 2.6990 -1.6406
H -0.6416 2.4470 -2.9955
H 0.0567 1.3824 0.1717
H -1.5600 1.6320 0.5954
H -0.5255 -1.7380 -0.1524
H -2.0254 -1.2132 0.5531
C -3.3126 -1.4424 5.1187
C -2.0448 -2.0174 4.4757
C -2.4757 -3.1774 3.5702
S -4.1511 -2.8057 3.0443
O -5.0337 -3.7941 3.5973
O -4.1485 -2.4785 1.6305
C -4.3241 -1.2967 3.9867
H -3.1209 -0.4878 5.6078
H -3.6924 -2.1374 5.8713
H -1.5564 -1.2434 3.8766
H -1.3275 -2.3506 5.2250
H -1.8349 -3.2660 2.6949
H -2.4968 -4.1221 4.1114
H -5.3499 -1.1952 4.3352
H -4.0650 -0.4631 3.3322
C 4.5791 0.8233 1.8272
C 4.4247 0.3641 3.2812
C 2.9916 0.6899 3.7164
S 1.9962 0.6496 2.2269
O 1.4952 1.9818 1.9599
O 1.1159 -0.5001 2.2649
C 3.3407 0.3137 1.0985
H 5.4932 0.4394 1.3764
H 4.6146 1.9148 1.7861
H 4.5916 -0.7140 3.3417
H 5.1516 0.8441 3.9354
H 2.6075 -0.0420 4.4241
H 2.9195 1.6906 4.1412
H 3.1614 0.8164 0.1485
H 3.3878 -0.7656 0.9494
C 3.3312 2.0176 -5.6673
C 2.2334 0.9948 -5.9803
C 2.2950 -0.0895 -4.8986
S 2.9566 0.7035 -3.4324
O 4.2394 0.1244 -3.1312
O 1.9140 0.8075 -2.4295
C 3.2146 2.3081 -4.1750
H 3.2200 2.9247 -6.2602
H 4.3109 1.5873 -5.8886
H 1.2581 1.4877 -5.9530
H 2.3538 0.5648 -6.9739
H 1.3096 -0.4941 -4.6746
H 2.9721 -0.8959 -5.1772
H 4.1056 2.7701 -3.7541
H 2.3372 2.9196 -3.9602
*
```

Values from the calculation:
HOMO level (Eh): -0.472
E_tot (hartree): -2880.60651